17
Properties=species:S:1:pos:R:3:forces:R:3 method="wB97M-V/def2-TZVPD" orbital_gap_ha="0.19485 / 0.24897" charge=0 multiplicity=3 e_lumo_ev="0.91 / -2.56"
C -1.445990 -0.886972 1.286384 -3.0 -2.3 -0.7
C -0.465696 -0.200999 1.288905 3.2 2.6 1.4
C 1.830949 0.241262 -1.355698 1.7 -2.2 0.7
C 1.013863 1.249208 -1.409471 -1.2 2.5 -2.8
C 2.244300 -0.239181 0.019093 0.5 -2.2 -1.5
C 0.337338 1.765526 -0.212377 -0.4 0.9 0.2
C -2.702687 -1.562764 1.066749 -2.7 0.4 -1.6
P 0.904103 0.809487 1.277940 -1.9 -0.8 -0.5
H 2.137540 -0.461908 -2.170889 -0.2 1.2 0.3
H 0.636408 1.777110 -2.371793 0.8 -1.4 1.4
H 1.870378 -1.317505 0.082259 0.5 1.3 0.6
H 3.314106 -0.214945 0.259395 -0.3 0.3 0.0
H 0.396175 2.864923 -0.088329 -0.1 -0.6 -0.1
H -0.704797 1.447678 -0.433825 0.3 0.7 0.8
H -3.624448 -0.986131 1.536663 1.8 -1.2 -0.8
H -2.976688 -1.659511 -0.082265 0.8 0.8 2.0
H -2.764854 -2.625279 1.307259 0.3 0.2 0.7